This record from the OMol25 dataset describes the molecule C30H40N4O5S. The level of theory is wB97M-V/def2-TZVPD.

**Gap between HOMO and LUMO**: 8.58 eV
**Relative energy (zero: lowest compared OMol25 entry of this formula, charge and spin)**: 1.6 kcal per mole
**SMILES string**: CSc1cccc(NC(=O)[C@@H]2[C@@H]3C=C[C@]4(O3)[C@H](C(=O)NC3CCCCC3)N(CCCN3CCOCC3)C(=O)[C@@H]24)c1
**Net charge**: 0

Positions of all 80 atoms, in Å:
C (6.16, 0.89, 3.68)
H (5.61, -0.02, 3.47)
H (6.48, 0.90, 4.72)
H (5.55, 1.77, 3.48)
S (7.68, 0.95, 2.70)
C (7.12, 0.91, 1.03)
C (8.10, 0.90, 0.04)
C (7.72, 0.87, -1.29)
C (6.39, 0.84, -1.64)
C (5.41, 0.84, -0.65)
C (5.77, 0.88, 0.69)
H (5.00, 0.88, 1.43)
N (4.07, 0.81, -1.06)
C (2.94, 0.83, -0.30)
O (2.91, 0.86, 0.91)
C (1.68, 0.85, -1.15)
C (0.41, 0.66, -0.33)
C (-0.59, -0.38, -0.81)
O (-0.35, -1.54, -1.09)
N (-1.81, 0.20, -0.84)
C (-3.02, -0.47, -1.27)
C (-3.44, -0.07, -2.69)
H (-3.43, 1.01, -2.80)
H (-4.46, -0.42, -2.85)
C (-2.51, -0.71, -3.72)
N (-2.67, -2.15, -3.71)
C (-1.44, -2.89, -3.89)
H (-1.00, -2.74, -4.89)
C (-1.73, -4.38, -3.70)
H (-2.07, -4.55, -2.66)
O (-2.71, -4.84, -4.60)
C (-3.90, -4.11, -4.45)
H (-4.31, -4.27, -3.44)
C (-3.66, -2.61, -4.66)
H (-3.33, -2.44, -5.71)
H (-4.60, -2.07, -4.50)
H (-4.60, -4.50, -5.19)
H (-0.84, -4.98, -3.88)
H (-0.73, -2.57, -3.12)
H (-1.48, -0.47, -3.45)
H (-2.70, -0.28, -4.72)
H (-3.82, -0.24, -0.56)
H (-2.82, -1.54, -1.26)
C (-1.83, 1.60, -0.47)
C (-0.37, 1.98, -0.61)
C (0.36, 3.08, 0.13)
C (1.48, 3.25, -0.56)
H (2.32, 3.89, -0.36)
C (1.40, 2.29, -1.73)
H (1.94, 2.55, -2.63)
O (0.01, 2.23, -1.97)
H (0.02, 3.52, 1.04)
H (-2.45, 2.19, -1.15)
C (-2.31, 1.86, 0.97)
O (-2.72, 2.95, 1.31)
N (-2.19, 0.81, 1.79)
H (-1.84, -0.07, 1.43)
C (-2.51, 0.85, 3.20)
C (-1.27, 0.54, 4.04)
C (-1.61, 0.58, 5.52)
C (-2.73, -0.40, 5.85)
C (-3.96, -0.09, 5.02)
C (-3.63, -0.14, 3.53)
H (-4.52, 0.10, 2.94)
H (-3.31, -1.15, 3.26)
H (-4.75, -0.81, 5.24)
H (-4.34, 0.90, 5.27)
H (-2.97, -0.34, 6.91)
H (-2.39, -1.42, 5.64)
H (-0.72, 0.35, 6.11)
H (-1.92, 1.60, 5.79)
H (-0.48, 1.25, 3.80)
H (-0.90, -0.46, 3.78)
H (-2.85, 1.87, 3.41)
H (0.65, 0.51, 0.73)
H (1.74, 0.13, -1.97)
H (3.94, 0.78, -2.06)
H (6.10, 0.81, -2.68)
H (8.48, 0.87, -2.06)
H (9.14, 0.93, 0.33)

This record from the OMol25 dataset describes a structure of composition C30H41As3AuNO4S2 at a distorted geometry. The level of theory is wB97M-V/def2-TZVPD.

**Gap between HOMO and LUMO**: 6.93 eV
**Relative energy (zero: lowest compared OMol25 entry of this formula, charge and spin)**: 34.0 kcal per mole
**Net charge**: 0

Positions of all 82 atoms, in Å:
Au (0.34, 2.38, -0.43)
C (-0.13, 2.75, 3.05)
As (-0.29, 1.48, 1.62)
C (-2.25, 1.46, 1.55)
C (0.15, -0.24, 2.40)
C (0.25, -1.51, 1.52)
C (-1.09, -1.70, 0.79)
C (1.47, -1.41, 0.56)
As (1.24, -0.84, -1.34)
C (2.99, 0.07, -1.49)
C (1.91, -2.47, -2.24)
C (0.52, -2.65, 2.52)
As (0.41, -4.60, 2.11)
C (0.73, -4.78, 0.18)
C (-1.55, -4.83, 2.03)
H (-0.48, 2.28, 3.98)
H (-0.76, 3.60, 2.82)
H (0.90, 3.04, 3.19)
H (-2.65, 1.02, 2.47)
H (-2.64, 0.92, 0.69)
H (-2.58, 2.50, 1.49)
H (-0.66, -0.35, 3.13)
H (1.08, -0.10, 2.96)
H (-1.31, -0.83, 0.18)
H (-1.90, -1.85, 1.51)
H (-1.04, -2.56, 0.13)
H (1.98, -2.38, 0.54)
H (2.17, -0.69, 0.96)
H (3.81, -0.62, -1.26)
H (3.04, 0.91, -0.79)
H (3.12, 0.43, -2.51)
H (2.79, -2.86, -1.73)
H (2.18, -2.21, -3.27)
H (1.15, -3.25, -2.29)
H (-0.16, -2.55, 3.38)
H (1.52, -2.51, 2.93)
H (1.79, -4.66, -0.05)
H (0.15, -4.09, -0.44)
H (0.45, -5.80, -0.08)
H (-2.02, -4.45, 2.93)
H (-1.76, -5.90, 1.97)
H (-2.01, -4.35, 1.16)
O (2.62, 1.15, 5.65)
S (3.70, 1.62, 4.81)
O (4.70, 2.44, 5.43)
N (3.07, 2.30, 3.48)
C (3.14, 1.49, 2.44)
O (2.46, 1.59, 1.38)
C (4.08, 0.33, 2.65)
C (4.56, -0.57, 1.71)
C (5.38, -1.60, 2.15)
C (5.69, -1.74, 3.50)
C (5.22, -0.82, 4.44)
C (4.43, 0.21, 3.98)
H (4.32, -0.45, 0.67)
H (5.78, -2.31, 1.44)
H (6.32, -2.56, 3.83)
H (5.45, -0.92, 5.49)
O (-2.40, 0.45, -1.61)
S (-1.97, 1.62, -2.39)
C (-2.25, 1.24, -4.13)
C (-1.56, 1.96, -5.10)
C (-1.78, 1.67, -6.44)
C (-2.67, 0.66, -6.79)
C (-3.34, -0.06, -5.81)
C (-3.13, 0.23, -4.47)
C (-3.34, 2.80, -2.28)
C (-3.20, 4.09, -2.76)
C (-4.27, 4.97, -2.65)
C (-5.45, 4.56, -2.04)
C (-5.57, 3.27, -1.55)
C (-4.51, 2.38, -1.66)
H (-0.87, 2.74, -4.81)
H (-1.25, 2.22, -7.20)
H (-2.83, 0.43, -7.84)
H (-4.02, -0.85, -6.09)
H (-3.62, -0.33, -3.68)
H (-2.28, 4.41, -3.24)
H (-4.17, 5.98, -3.02)
H (-6.27, 5.26, -1.95)
H (-6.48, 2.95, -1.08)
H (-4.56, 1.37, -1.29)

This record from the OMol25 dataset describes a structure of composition C30H41Br3ClF3N3O5P2 at a distorted geometry. The level of theory is wB97M-V/def2-TZVPD.

**Gap between HOMO and LUMO**: 6.00 eV
**Net charge**: +1

Positions of all 88 atoms, in Å:
C (3.52, 4.18, -0.04)
C (4.17, 2.78, 0.20)
N (3.81, 2.12, 1.46)
C (2.41, 1.72, 1.51)
C (2.22, 0.18, 1.55)
C (1.05, -0.35, 0.80)
N (0.20, -1.20, 1.27)
C (-0.82, -1.63, 0.27)
C (-1.32, -3.04, 0.68)
C (-2.57, -3.45, -0.16)
C (-3.78, -3.78, 0.75)
C (-4.40, -2.52, 1.37)
N (-5.07, -1.64, 0.42)
C (-5.38, -1.82, -0.91)
C (-5.97, -0.68, -1.37)
C (-6.07, 0.26, -0.27)
C (-5.51, -0.41, 0.78)
C (0.11, -1.50, -0.99)
C (1.18, -2.65, -0.89)
C (2.59, -2.32, -1.47)
C (3.49, -3.52, -1.15)
F (4.66, -3.41, -1.80)
F (2.92, -4.69, -1.45)
F (3.79, -3.52, 0.18)
C (-0.56, -1.82, -2.36)
C (-1.61, -0.83, -2.88)
O (-2.79, -0.90, -2.65)
C (-1.12, 0.34, -3.74)
C (-1.86, 1.51, -3.72)
C (-1.48, 2.63, -4.44)
C (-0.32, 2.55, -5.20)
C (0.45, 1.40, -5.24)
C (0.03, 0.31, -4.51)
C (0.57, -0.04, -0.65)
Cl (1.80, 0.72, -1.74)
P (-0.81, 1.30, -0.62)
P (-1.13, 2.22, 1.31)
O (-2.50, 2.72, 1.25)
O (-1.04, 1.18, 2.56)
O (-0.18, 3.54, 1.60)
C (4.22, 2.90, 2.61)
C (3.41, 4.06, 3.21)
O (5.29, 2.65, 3.11)
H (2.66, 4.33, 0.62)
H (4.23, 5.01, 0.10)
H (3.16, 4.27, -1.08)
H (3.97, 2.16, -0.68)
H (5.26, 2.94, 0.21)
H (1.84, 2.15, 2.33)
H (1.91, 2.08, 0.59)
H (3.11, -0.27, 1.07)
H (2.24, -0.21, 2.58)
H (0.30, -1.54, 2.23)
H (-1.76, -1.06, 0.26)
H (-0.54, -3.81, 0.73)
H (-1.69, -2.93, 1.72)
H (-2.34, -4.25, -0.87)
H (-2.87, -2.56, -0.73)
H (-3.44, -4.40, 1.59)
H (-4.56, -4.29, 0.17)
H (-5.14, -2.79, 2.13)
H (-3.64, -1.92, 1.90)
H (-5.15, -2.74, -1.43)
H (-6.29, -0.56, -2.40)
H (-6.50, 1.25, -0.31)
H (-5.45, 0.05, 1.76)
H (0.80, -3.48, -1.49)
H (1.32, -3.06, 0.12)
H (2.50, -2.23, -2.55)
H (3.06, -1.46, -0.98)
H (-1.06, -2.80, -2.29)
H (0.25, -1.95, -3.09)
H (-2.76, 1.56, -3.10)
H (-2.05, 3.55, -4.40)
H (0.00, 3.43, -5.76)
H (1.37, 1.36, -5.83)
H (0.65, -0.59, -4.57)
H (-0.34, 2.38, -1.42)
H (-0.53, 1.52, 3.30)
H (-0.33, 3.74, 2.54)
H (3.88, 5.04, 3.08)
H (3.26, 3.83, 4.27)
H (2.39, 4.09, 2.78)
C (2.53, -0.30, 5.77)
Br (1.45, 1.26, 5.40)
Br (1.86, -1.87, 4.86)
Br (4.38, 0.02, 5.36)
H (2.46, -0.50, 6.83)

This record from the OMol25 dataset describes a structure of composition C30H41CdClFO16 at a distorted geometry. The level of theory is wB97M-V/def2-TZVPD.

**Gap between HOMO and LUMO**: 1.20 eV
**Net charge**: +1

Positions of all 90 atoms, in Å:
Cd (4.67, 1.36, -5.09)
Cl (-0.44, -1.26, -1.54)
O (-0.82, -1.27, -0.21)
O (0.71, -0.37, -1.62)
O (-0.15, -2.62, -1.98)
O (-1.56, -0.85, -2.31)
C (0.25, -8.28, 3.46)
O (-1.05, -7.76, 3.35)
C (-1.81, -7.52, 4.48)
O (-1.50, -7.92, 5.62)
O (-3.05, -7.02, 4.23)
C (-3.48, -6.55, 2.95)
H (0.18, -9.34, 3.70)
H (0.90, -7.71, 4.12)
H (0.71, -8.22, 2.47)
H (-4.40, -5.97, 2.91)
H (-3.66, -7.38, 2.26)
H (-2.62, -6.10, 2.46)
C (1.70, 5.88, -8.41)
O (0.77, 6.15, -7.39)
C (0.96, 5.73, -6.14)
O (1.68, 4.80, -5.70)
O (0.03, 6.27, -5.47)
C (-0.27, 5.89, -4.10)
H (1.49, 6.50, -9.28)
H (1.62, 4.87, -8.80)
H (2.71, 6.13, -8.10)
H (-0.33, 4.81, -3.95)
H (-1.20, 6.34, -3.75)
H (0.56, 6.36, -3.57)
C (9.44, -4.84, 7.58)
O (8.15, -4.56, 7.21)
C (7.78, -3.91, 6.06)
O (8.52, -3.54, 5.12)
O (6.43, -3.82, 6.11)
C (5.81, -3.46, 4.88)
H (9.36, -5.46, 8.47)
H (10.07, -4.01, 7.88)
H (9.91, -5.45, 6.81)
H (5.87, -4.25, 4.12)
H (6.10, -2.48, 4.49)
H (4.75, -3.26, 5.04)
C (9.70, -4.16, -1.45)
O (8.59, -3.49, -1.93)
C (7.44, -3.99, -2.35)
O (6.59, -3.29, -2.93)
O (7.40, -5.28, -2.00)
C (6.19, -6.01, -2.25)
H (9.41, -4.70, -0.55)
H (10.58, -3.56, -1.21)
H (9.95, -4.88, -2.23)
H (6.51, -6.91, -2.78)
H (5.40, -5.56, -2.86)
H (5.82, -6.34, -1.28)
F (-10.82, 4.79, 3.58)
C (-9.62, 4.50, 2.98)
C (-8.44, 4.39, 3.72)
C (-7.27, 3.95, 3.06)
C (-7.34, 3.47, 1.76)
C (-8.54, 3.46, 1.05)
C (-9.72, 3.93, 1.75)
H (-8.35, 4.54, 4.79)
H (-6.32, 3.92, 3.57)
H (-6.45, 3.08, 1.29)
H (-8.70, 3.08, 0.05)
H (-10.65, 4.01, 1.20)
C (1.84, 5.88, 6.43)
C (1.39, 6.60, 5.31)
C (0.87, 5.96, 4.23)
C (0.70, 4.62, 4.24)
C (1.12, 3.85, 5.34)
C (1.65, 4.50, 6.47)
H (2.24, 6.47, 7.23)
H (1.41, 7.68, 5.32)
H (0.57, 6.45, 3.31)
H (0.28, 4.24, 3.32)
H (1.01, 2.78, 5.29)
H (1.87, 3.93, 7.37)
C (-8.34, 0.75, -7.78)
C (-8.43, 1.28, -9.07)
C (-7.69, 2.40, -9.40)
C (-6.95, 3.07, -8.35)
C (-6.76, 2.42, -7.14)
C (-7.39, 1.21, -6.90)
H (-8.91, -0.14, -7.55)
H (-9.16, 0.85, -9.73)
H (-7.66, 2.90, -10.36)
H (-6.45, 4.01, -8.54)
H (-6.05, 2.83, -6.44)
H (-7.25, 0.61, -6.01)

This record from the OMol25 dataset describes a structure of composition C30H42BBrIN7O3PrS3 at a distorted geometry. The level of theory is wB97M-V/def2-TZVPD.

**Gap between HOMO and LUMO (spin up / spin down)**: 7.62 / 7.62 eV
**Multiplicity**: 3
**Net charge**: +1
**<S²>**: 2.003

Positions of all 89 atoms, in Å:
Pr (0.47, -0.44, -0.94)
C (3.54, -2.57, 3.62)
C (2.06, -2.43, 3.95)
C (1.28, -3.49, 3.19)
C (1.80, -2.61, 5.45)
N (1.65, -1.02, 3.60)
C (2.30, 0.03, 4.23)
C (1.86, 1.17, 3.68)
N (0.94, 0.84, 2.70)
B (0.22, 1.94, 1.90)
N (-1.30, 1.62, 1.88)
C (-1.94, 1.56, 3.11)
C (-3.18, 1.12, 2.91)
N (-3.34, 0.90, 1.54)
C (-2.17, 1.23, 0.93)
S (-1.81, 1.18, -0.75)
C (-4.65, 0.36, 1.04)
C (-4.89, -0.97, 1.75)
C (-4.67, 0.12, -0.47)
C (-5.73, 1.39, 1.38)
N (0.85, 2.20, 0.46)
C (0.47, 3.35, -0.21)
C (1.37, 3.61, -1.16)
N (2.33, 2.60, -1.12)
C (2.00, 1.75, -0.10)
S (2.84, 0.32, 0.34)
C (3.65, 2.75, -1.82)
C (4.25, 1.39, -2.21)
C (3.42, 3.57, -3.09)
C (4.59, 3.48, -0.86)
C (0.83, -0.51, 2.65)
S (-0.26, -1.35, 1.61)
H (3.86, -3.60, 3.79)
H (4.17, -1.92, 4.23)
H (3.72, -2.32, 2.57)
H (1.65, -4.46, 3.53)
H (1.45, -3.42, 2.11)
H (0.21, -3.44, 3.37)
H (2.02, -3.64, 5.73)
H (0.75, -2.42, 5.68)
H (2.42, -1.95, 6.06)
H (3.02, -0.11, 5.02)
H (2.12, 2.20, 3.89)
H (0.37, 2.97, 2.49)
H (-1.44, 1.83, 4.03)
H (-3.97, 0.93, 3.62)
H (-4.04, -1.64, 1.60)
H (-5.78, -1.44, 1.33)
H (-5.05, -0.84, 2.82)
H (-3.93, -0.61, -0.77)
H (-4.51, 1.04, -1.03)
H (-5.66, -0.26, -0.72)
H (-5.81, 1.55, 2.46)
H (-6.69, 1.05, 1.02)
H (-5.50, 2.35, 0.91)
H (-0.42, 3.89, 0.07)
H (1.39, 4.40, -1.88)
H (3.48, 0.68, -2.47)
H (4.84, 0.96, -1.41)
H (4.92, 1.54, -3.07)
H (2.63, 3.13, -3.70)
H (4.34, 3.58, -3.67)
H (3.17, 4.61, -2.87)
H (4.69, 2.91, 0.06)
H (4.21, 4.47, -0.62)
H (5.58, 3.58, -1.31)
N (2.60, -0.51, -4.74)
C (1.82, -1.17, -3.89)
O (2.09, -1.25, -2.68)
C (0.55, -1.76, -4.42)
I (-0.54, 1.76, -5.26)
H (3.42, -0.03, -4.41)
H (2.34, -0.39, -5.71)
H (0.45, -2.77, -4.04)
H (0.51, -1.78, -5.51)
Br (-2.25, -4.06, 0.01)
C (-2.57, -3.20, -1.65)
C (-3.79, -3.32, -2.28)
C (-3.99, -2.66, -3.48)
C (-2.99, -1.87, -4.04)
C (-1.77, -1.76, -3.40)
C (-1.56, -2.45, -2.21)
C (-0.64, -0.85, -3.89)
O (-1.15, -0.11, -5.01)
O (-0.23, -0.05, -2.88)
H (-4.58, -3.92, -1.84)
H (-4.95, -2.74, -3.98)
H (-3.16, -1.33, -4.96)
H (-0.59, -2.44, -1.71)

| no. | M (g mol⁻¹) |
| --- | --- |
| 1 | 568.7 |
| 2 | 965.5 |
| 3 | 917.8 |
| 4 | 824.5 |
| 5 | 1003.4 |